(1)
2 unconnected molecules or ions with the total composition C4H15N3O, computed with ωB97M-V/def2-TZVPD.

The geometry in XYZ format:
```
23
Properties=species:S:1:pos:R:3:forces:R:3
C -0.2283 -0.7566 0.5105 1.057 0.243 0.128
N 1.1141 -0.7835 -0.0951 -0.868 -0.952 0.105
C 1.0801 -1.4208 -1.4122 0.263 0.044 -0.205
N 0.4392 -0.6661 -2.4748 0.966 -0.456 -0.211
C -0.1330 -0.1294 1.9012 -1.345 0.898 -0.011
C 0.0291 1.3994 1.7799 0.622 0.209 -1.227
N -1.3210 -0.4713 2.6815 0.175 -0.842 0.042
H -0.5807 -1.7722 0.6148 0.001 -0.370 0.060
H -0.9400 -0.2398 -0.1401 -0.322 0.288 0.136
H 1.4808 0.1568 -0.1760 0.035 0.008 -0.130
H 0.6161 -2.4051 -1.3951 -0.327 0.008 0.587
H 2.1162 -1.6721 -1.6568 0.009 0.466 -0.380
H -0.5591 -0.5814 -2.4096 -0.164 -0.093 0.230
H 0.8290 0.2598 -2.4960 -0.144 0.269 -0.213
H 0.7348 -0.5639 2.3813 0.143 -0.106 0.122
H 0.7727 1.8563 2.4253 -0.005 -0.113 0.326
H 0.3587 1.6092 0.7523 0.225 0.158 0.143
H -0.8869 1.9886 1.8424 -0.258 -0.393 0.373
H -2.1195 0.1276 2.5555 0.123 0.206 0.057
H -1.1384 -0.6589 3.6531 -0.078 0.196 0.038
H -0.5699 2.8224 -2.8016 -0.321 0.132 0.139
H -1.3478 1.8658 -1.8347 -0.303 0.320 0.100
O -0.5802 1.9534 -2.3961 0.516 -0.122 -0.211
```
Positions in Å, forces in eV/Å.

Results
E_HOMO	-8.42	eV
LUMO	0.52	eV
charge	0



(2)
2 unconnected molecules or ions with the total composition C4H15N3O, computed with ωB97M-V/def2-TZVPD.

The geometry in XYZ format:
```
23
Properties=species:S:1:pos:R:3:forces:R:3
C -0.6489 1.0073 0.7160 -1.269 -1.095 -2.965
N -0.7039 1.7417 -0.6072 0.309 -1.148 -0.988
C -1.7450 1.1362 -1.5322 0.900 0.009 -0.206
N -1.2909 -0.0717 -2.2724 0.630 0.853 0.281
C 0.6861 0.4523 1.1618 -0.097 0.593 1.799
N 1.2826 -0.6068 0.4059 2.135 -0.891 -0.927
C 2.6918 -0.9787 0.9375 -2.531 0.492 1.270
H -1.4797 0.2340 0.5493 1.430 0.761 1.291
H -0.9314 1.7537 1.4013 -0.513 0.544 1.355
H 0.2085 1.6603 -1.1042 -0.954 0.123 0.482
H -2.5681 0.7240 -0.8715 0.596 1.254 -0.881
H -2.0390 1.9367 -2.2548 -0.160 -0.585 0.815
H -1.9255 -0.7718 -2.0090 -0.510 -1.484 0.022
H -1.1481 -0.1077 -3.2864 -0.286 0.751 0.714
H 1.3793 1.3079 1.2174 -0.032 0.078 0.289
H 0.5088 0.0932 2.2206 0.354 0.317 -0.958
H 1.5599 -0.2004 -0.4952 -0.749 -0.372 0.017
H 3.2533 -0.0625 1.0218 0.572 0.333 -0.072
H 2.5935 -1.3772 1.9792 0.027 0.102 -0.934
H 3.1716 -1.6939 0.2972 0.040 -0.270 -0.312
H -1.1386 -2.4384 1.5166 0.454 -0.356 1.494
H -0.4652 -1.5807 0.3730 -0.822 -1.280 0.676
O -1.2512 -2.1576 0.6350 0.476 1.273 -2.260
```
Positions in Å, forces in eV/Å.

Results
E_HOMO	-8.78	eV
LUMO	0.99	eV
charge	0



(3)
2 unconnected molecules or ions with the total composition C4H15N3O, computed with ωB97M-V/def2-TZVPD.

The geometry in XYZ format:
```
23
Properties=species:S:1:pos:R:3:forces:R:3
N 0.5562 -0.7651 2.1493 1.900 -3.126 2.494
C -0.0023 -1.4210 0.9456 -1.810 -0.815 -0.303
C 0.0147 -0.6611 -0.4928 -0.788 0.076 2.991
N -1.3221 -0.0675 -0.7839 2.228 0.143 -1.070
C -1.2490 1.4121 -0.9661 -1.264 -1.141 3.781
C -2.1207 2.0835 0.2427 0.821 0.078 -2.284
N -2.3897 3.5355 0.0092 -0.839 -0.513 5.018
H 1.6239 -0.6599 2.1961 -1.848 -0.044 -0.944
H 0.5016 -1.6700 2.8606 -0.053 3.218 -1.725
H -1.1230 -1.6384 1.3921 2.342 0.519 -1.891
H 0.4193 -2.4386 0.7393 -0.121 0.686 0.349
H 0.7719 0.1356 -0.4746 -0.263 -0.003 0.387
H 0.4873 -1.3689 -1.1635 -0.852 -0.372 -0.751
H -2.0492 -0.4594 -0.2001 0.159 0.516 0.020
H -0.2118 1.6882 -0.9444 0.375 0.389 0.069
H -1.6725 1.6867 -1.8726 -0.841 0.664 -1.759
H -3.1042 1.6329 0.0162 0.363 -0.244 0.924
H -1.6723 1.7373 1.2219 -0.692 0.897 -1.002
H -2.0816 4.3384 0.5830 -0.110 -1.696 1.143
H -2.1439 3.9590 -0.7739 1.294 0.764 -5.453
H 5.7080 -3.0398 -0.4679 -0.856 0.179 -1.715
H 5.1666 -4.3086 -0.9262 -0.368 0.972 -1.138
O 5.2017 -3.3745 -1.2731 1.221 -1.150 2.858
```
Positions in Å, forces in eV/Å.

Results
E_HOMO	-8.18	eV
LUMO	0.63	eV
charge	0